1.
Computed, not measured: C29H53PS4Se2Si4TeTi as an isolated structure, with ωB97M-V/def2-TZVPD.

Structure (XYZ):
```
95
Properties=species:S:1:pos:R:3:forces:R:3
Ti 0.107986 -0.800505 0.419233 0.01 0.36 0.04
C -2.841917 1.026112 0.019646 0.04 0.02 0.03
C -2.293028 1.394508 -1.358688 0.00 -0.01 0.01
S -0.802146 0.471506 -1.847509 -0.01 -0.03 0.05
C -1.480830 -0.888586 -2.828776 -0.05 -0.04 -0.03
C -2.592727 -1.669432 -2.152872 0.05 0.00 0.00
S -2.138031 -2.198237 -0.487899 -0.04 -0.01 0.03
C -1.388285 -3.818547 -0.809801 0.10 0.01 0.15
C -0.422636 -4.128300 0.326992 -0.01 0.01 -0.12
S 0.982723 -2.976260 0.324225 -0.13 -0.15 -0.15
C -0.964242 -1.379838 2.218262 0.03 -0.07 -0.05
C -1.828450 -0.170176 2.495809 0.02 0.02 -0.01
S -1.463993 1.112471 1.207403 0.02 -0.10 -0.08
H -3.277609 0.028371 0.045391 -0.01 0.01 0.00
H -3.611373 1.741390 0.313778 0.00 0.01 -0.01
H -1.961801 2.433858 -1.357941 0.00 -0.01 0.00
H -3.056635 1.290952 -2.131084 0.01 -0.01 -0.01
H -0.611679 -1.522651 -3.019801 0.00 0.00 0.00
H -1.821871 -0.492596 -3.786872 0.01 0.01 0.00
H -2.867126 -2.550122 -2.735293 -0.01 -0.01 0.01
H -3.491259 -1.060908 -2.050406 0.00 0.00 -0.01
H -0.840685 -3.762270 -1.750881 -0.01 0.00 0.00
H -2.188536 -4.556046 -0.886601 0.00 -0.01 0.01
H -0.021710 -5.132927 0.190540 0.00 0.00 -0.02
H -0.935405 -4.110993 1.290671 0.01 -0.01 -0.02
H -0.297014 -1.619546 3.039012 -0.05 0.03 -0.02
H -1.574563 -2.257085 2.006220 -0.02 -0.01 0.07
H -1.568021 0.323665 3.431187 -0.04 -0.01 -0.01
H -2.905464 -0.344592 2.496395 0.00 -0.02 -0.03
Se 2.271863 -0.441899 -1.139099 0.00 -0.10 0.02
P 2.628337 1.751011 -1.196183 0.04 0.00 0.00
Se 1.014546 3.088263 -0.813706 -0.01 0.00 0.02
C 3.311129 1.981557 -2.872420 -0.03 -0.01 -0.01
C 4.554277 1.439056 -3.192671 0.00 0.00 -0.01
C 5.058231 1.567600 -4.476470 0.00 0.00 0.01
C 4.324285 2.236285 -5.448096 0.00 0.00 0.00
C 3.087228 2.776223 -5.131246 0.00 0.00 -0.01
C 2.579736 2.650644 -3.845017 0.00 0.01 0.00
C 4.057739 2.120824 -0.119871 0.00 0.03 -0.02
C 4.309721 3.452821 0.199538 -0.03 0.00 0.02
C 5.421221 3.787589 0.957155 0.02 0.00 -0.02
C 6.283180 2.795879 1.405679 0.00 0.00 -0.02
C 6.028503 1.467327 1.098417 0.02 0.02 -0.01
C 4.920473 1.129466 0.333915 -0.01 0.01 0.01
H 5.130161 0.916719 -2.438558 0.00 0.00 0.00
H 6.026078 1.147960 -4.718865 0.00 0.00 0.00
H 4.720862 2.339168 -6.450189 0.00 0.00 0.00
H 2.515908 3.303174 -5.884891 0.00 0.00 0.00
H 1.621066 3.079810 -3.580936 0.00 0.00 0.00
H 3.617784 4.218630 -0.129643 0.02 0.00 0.00
H 5.607400 4.824293 1.206863 0.00 0.00 0.00
H 7.148109 3.058533 2.001689 0.00 0.00 0.01
H 6.689568 0.688626 1.457340 -0.01 0.00 0.00
H 4.710205 0.091943 0.109771 0.00 -0.03 0.00
C 0.469324 3.979879 3.138298 0.03 0.01 -0.01
Si -0.062006 2.908977 4.577174 0.01 -0.03 0.02
C -1.937422 2.716379 4.557288 -0.03 0.00 -0.04
C 0.362802 3.788436 6.186988 -0.01 0.02 -0.01
Si 1.144239 0.885582 4.501927 0.06 -0.03 -0.04
Te 1.832070 0.269118 2.146151 0.09 0.12 0.12
Si 3.341116 1.453477 5.178471 -0.02 0.01 -0.01
C 4.524562 0.034627 4.839415 -0.01 0.00 -0.01
C 3.484099 1.877325 7.009244 -0.01 -0.02 0.01
C 3.887402 2.948221 4.178809 -0.01 0.00 0.01
Si 0.417875 -0.939501 5.796632 -0.03 0.02 -0.03
C 1.307544 -2.483613 5.206688 0.00 -0.03 0.01
C 0.891877 -0.640569 7.592446 0.02 0.01 0.00
C -1.444387 -1.226578 5.775075 0.00 -0.01 0.02
H -0.058408 4.938121 3.158589 0.00 0.00 0.00
H 0.269000 3.493857 2.182556 -0.02 -0.02 -0.05
H 1.542720 4.179752 3.167241 -0.06 0.01 0.00
H -2.394245 3.683336 4.786520 0.00 0.01 0.00
H -2.284730 2.000694 5.305072 -0.01 0.00 0.01
H -2.308841 2.402406 3.579448 0.01 0.03 0.05
H -0.227380 4.705693 6.267299 0.01 0.00 0.01
H 1.417684 4.067036 6.218246 -0.01 0.00 0.01
H 0.148222 3.174023 7.064227 0.00 0.00 0.00
H 4.281408 -0.839719 5.446910 0.00 -0.01 0.00
H 5.545402 0.340601 5.085779 0.00 0.00 0.00
H 4.499173 -0.263857 3.790053 0.01 0.00 0.01
H 3.436378 0.981788 7.630214 0.01 0.01 0.00
H 2.702512 2.557626 7.346759 -0.01 0.02 0.01
H 4.449223 2.356847 7.195484 0.01 0.00 -0.01
H 3.762239 2.779173 3.106045 -0.01 0.00 0.04
H 4.945040 3.156925 4.364538 0.00 0.00 0.00
H 3.316396 3.839144 4.452293 0.04 -0.01 0.00
H 2.383664 -2.386530 5.363744 0.01 0.01 0.01
H 1.156771 -2.673400 4.142342 0.01 -0.01 0.01
H 0.962650 -3.357812 5.766161 0.00 -0.01 0.00
H 1.975478 -0.660178 7.716817 -0.01 -0.01 0.01
H 0.467620 -1.425934 8.223733 0.00 0.00 0.01
H 0.531704 0.321899 7.962381 -0.01 0.00 0.00
H -1.802250 -1.584744 4.809911 0.00 -0.01 0.01
H -1.993357 -0.316724 6.027236 0.00 0.00 0.01
H -1.695373 -1.981956 6.525224 0.00 0.00 0.00
```
Forces are in eV/Å.

As for the energy relative to the best compared isomer or geometry (same formula, charge and spin): 19.5 kcal/mol. The calculation puts the HOMO energy (alpha / beta) at -0.25596 / -0.25598 hartree. As for the LUMO energy (alpha / beta): -0.45 / -0.45 eV. The charge is 0. As for the multiplicity: 1.

***

2.
Computed, not measured: C29H54BeN3OP2 as an isolated structure at a distorted geometry, with ωB97M-V/def2-TZVPD.

Structure (XYZ):
```
90
Properties=species:S:1:pos:R:3:forces:R:3
C -0.995626 -2.550537 -1.037366 -0.05 -0.85 -0.63
C 1.208654 -2.008391 -0.359335 1.12 1.91 0.63
C -0.547323 -3.662570 -1.724319 -1.47 0.72 0.11
C 1.655506 -3.245915 -0.893590 -0.23 -1.14 -0.88
C 0.786849 -4.057367 -1.591605 1.30 0.43 0.68
H -1.253251 -4.206797 -2.340856 0.11 -0.06 0.08
H 2.719322 -3.464125 -0.835741 -0.26 -0.09 0.00
H 1.137983 -4.981802 -2.046453 -0.05 0.22 0.07
N -0.161954 -1.822801 -0.260454 0.58 0.76 0.03
P -2.777376 -1.069962 0.393354 0.23 0.12 -0.69
P 2.487310 0.609624 0.576311 0.93 0.07 -0.18
C -2.456138 -2.083528 -1.117456 0.21 -0.20 -0.20
H -2.613322 -1.484794 -2.032841 0.19 -0.18 0.45
H -3.107874 -2.962605 -1.207375 0.15 0.30 0.02
C 0.875796 2.511932 1.571812 -1.75 1.95 0.94
O 0.323678 3.435244 1.169105 1.17 -1.28 -0.14
C 2.196873 -1.020649 -0.046706 -0.12 -2.65 0.93
H 3.181822 -1.519138 -0.079030 -0.36 0.05 -0.19
C 3.666839 1.166447 -0.863786 0.10 -0.16 0.66
C 3.532461 0.533982 2.225525 -0.04 -0.12 -0.81
C -3.961229 0.366154 0.048495 -0.30 -0.56 0.18
C -3.370013 -2.381035 1.603326 -0.23 0.29 -0.18
C 3.336552 2.648272 -1.051880 0.25 0.02 -0.23
H 3.588541 3.258350 -0.173278 -0.09 -0.20 -0.14
H 3.902216 3.045919 -1.909849 -0.17 0.05 0.15
H 2.263826 2.754734 -1.251364 0.46 0.10 0.17
C 5.168490 0.986614 -0.650200 0.25 0.13 -0.35
H 5.558020 1.543757 0.208426 -0.06 -0.24 -0.23
H 5.440771 -0.074150 -0.571254 -0.05 0.31 0.01
H 5.678514 1.378505 -1.545692 -0.03 -0.08 0.20
C 3.305130 0.378739 -2.128637 0.09 0.18 -0.09
H 3.810991 0.827670 -2.996957 -0.10 0.01 0.17
H 3.623066 -0.668227 -2.072398 -0.16 0.26 0.04
H 2.222875 0.397835 -2.303078 0.39 -0.26 -0.09
C 4.041600 1.963886 2.520410 0.00 -0.16 0.03
H 3.211073 2.685053 2.565265 0.29 -0.18 0.02
H 4.545175 1.957885 3.501412 -0.17 0.06 -0.24
H 4.778127 2.319181 1.786746 -0.31 -0.11 0.22
C 2.641533 0.081815 3.392897 -0.03 0.10 0.06
H 1.817110 0.770899 3.604098 0.07 -0.05 -0.12
H 2.251941 -0.934230 3.237696 0.08 0.15 -0.03
H 3.260535 0.049990 4.303907 -0.16 -0.04 -0.22
C 4.689996 -0.463086 2.162283 0.29 -0.03 0.20
H 5.412049 -0.251906 1.373005 -0.20 -0.05 0.24
H 5.240282 -0.418024 3.115918 -0.12 -0.12 -0.17
H 4.324222 -1.489521 2.031960 0.05 0.18 0.03
C -3.633099 -1.730476 2.972099 -0.14 -0.14 0.03
H -4.100972 -2.486422 3.618363 0.13 0.24 -0.02
H -2.701135 -1.410710 3.461257 -0.26 -0.15 -0.07
H -4.311290 -0.870228 2.917609 0.18 -0.23 0.04
C -2.287610 -3.463660 1.767332 0.09 -0.03 0.06
H -2.082057 -4.008529 0.838066 -0.03 0.16 0.18
H -1.341428 -3.064491 2.152751 -0.13 -0.01 -0.16
H -2.648621 -4.196711 2.503684 0.02 0.18 -0.17
C -4.646333 -3.050743 1.060029 -0.28 -0.15 0.30
H -4.853270 -3.946901 1.665919 0.04 0.22 -0.16
H -5.521918 -2.396782 1.137289 0.26 -0.23 0.00
H -4.551030 -3.380795 0.016168 -0.02 0.09 0.37
C -3.916098 0.660925 -1.454314 0.07 0.02 -0.03
H -4.385336 -0.136819 -2.048436 0.09 0.23 0.20
H -4.456935 1.599661 -1.656751 0.15 -0.25 0.07
H -2.882027 0.784838 -1.794406 -0.38 -0.13 0.12
C -3.438266 1.589884 0.835281 -0.08 -0.12 -0.09
H -2.405555 1.847059 0.556149 -0.26 -0.07 0.06
H -4.076266 2.455011 0.598995 0.16 -0.20 0.13
H -3.478730 1.424571 1.922669 0.01 0.04 -0.26
C -5.408562 0.063639 0.450804 -0.24 0.35 -0.14
H -5.815636 -0.783534 -0.118377 0.10 0.29 0.20
H -5.518497 -0.121480 1.527093 -0.04 0.01 -0.36
H -6.016228 0.950371 0.207349 0.08 -0.26 0.10
Be -0.666921 -0.427093 0.483644 -1.11 -1.30 0.52
N -0.250600 0.802919 -0.495174 2.91 1.97 -4.10
C 0.387884 1.269102 -1.394105 -5.29 -0.12 2.09
C 0.116754 2.247419 -2.617906 1.27 0.07 -0.31
C 1.165431 2.096861 -3.709273 0.48 0.01 -0.41
C -1.233820 1.907187 -3.231186 -0.52 -0.54 0.21
C 0.084831 3.679752 -2.092330 0.05 0.38 0.54
H 2.169900 2.366521 -3.361833 -0.36 -0.17 -0.17
H 1.168535 1.065505 -4.093155 0.13 0.35 0.06
H 0.927724 2.766532 -4.550918 -0.09 -0.19 0.37
H -2.051662 2.228560 -2.579292 0.23 -0.06 -0.18
H -1.356296 2.419690 -4.195571 0.26 -0.04 0.33
H -1.311518 0.828519 -3.423112 -0.09 0.23 0.02
H -0.177537 4.358065 -2.915495 -0.03 -0.30 0.13
H -0.652387 3.789570 -1.286838 0.10 0.01 -0.24
H 1.051058 4.012354 -1.698750 -0.29 -0.05 -0.15
N -0.449921 -0.200199 2.162811 0.48 0.35 0.62
H -1.258983 -0.304674 2.786727 0.38 0.11 -0.54
H -0.090934 0.764274 2.271973 0.11 -0.52 0.31
H 0.263778 -0.849850 2.502736 0.05 0.34 -0.01
```
Forces are in eV/Å.

The calculation puts the HOMO energy at -0.33163 hartree. As for the LUMO energy: -3.36 eV. The charge is +1. As for the multiplicity: 1.

***

3.
Computed, not measured: a 10-piece molecular cluster, C29H54Br2Cl18O2 overall at a distorted geometry, with ωB97M-V/def2-TZVPD.

Structure (XYZ):
```
105
Properties=species:S:1:pos:R:3:forces:R:3
C 2.249943 -2.613494 2.024567 0.07 -0.06 -0.07
C 1.424549 -2.866661 0.593632 1.35 0.98 0.45
C 2.513832 -2.560687 -0.638181 -1.11 0.24 0.31
C 1.791395 -2.857539 -2.078883 0.69 -1.13 0.11
C 2.012675 -4.292972 -2.840393 1.09 0.65 0.19
C 1.835487 -5.702405 -2.015897 0.21 -0.58 -0.85
O 1.112130 -4.112490 -4.027195 0.42 3.15 -0.33
C 1.157584 -2.675098 -4.457301 -2.24 0.83 -3.46
O 0.511785 -2.192197 -5.524044 4.21 -3.44 7.10
C 2.172128 -1.891036 -3.383246 -2.22 -0.86 -0.60
C 1.819901 -0.295522 -3.252442 0.69 0.03 -0.99
Br 0.141282 -0.028520 -2.124169 0.95 -0.43 -1.27
C 2.977885 0.618135 -2.537618 0.41 -0.71 0.18
C 4.459319 -0.077938 -2.448283 0.76 0.37 0.15
Br 3.191656 2.260896 -3.728172 -0.15 -0.99 0.95
H 3.194938 -1.940341 1.794049 -1.95 -1.33 0.55
H 2.630238 -3.616845 2.510820 -0.78 1.98 -1.07
H 1.592571 -2.055707 2.831137 1.27 -1.17 -1.71
H 0.971686 -3.947402 0.539136 0.75 2.24 0.06
H 0.627111 -2.008054 0.538579 1.23 -2.03 -0.14
H 3.482725 -3.181520 -0.426225 -1.66 1.28 -0.64
H 2.708527 -1.385828 -0.573696 -0.18 -2.64 -0.06
H 0.653439 -2.905881 -1.788855 2.01 0.71 -1.16
H 3.077781 -4.339351 -3.325160 -1.71 0.19 1.18
H 2.584185 -6.477795 -2.521378 -1.65 1.66 1.12
H 0.764020 -6.188016 -2.125873 2.12 1.31 0.42
H 2.169103 -5.612029 -0.883189 -0.88 0.07 -2.43
H 3.221539 -2.108551 -3.908865 -2.01 0.65 1.69
H 1.584683 0.175016 -4.324051 0.40 -1.32 2.50
H 2.612435 1.036281 -1.496111 0.91 -1.05 -2.22
H 4.847114 -0.509809 -3.488699 -1.02 1.20 2.18
H 5.215407 0.763895 -2.082142 -1.63 -1.82 -0.93
H 4.547306 -0.950511 -1.669523 -0.55 1.68 -1.47
Cl 0.416635 3.547355 2.778648 0.01 -0.03 0.04
C 1.178867 3.315224 1.185837 0.10 -0.06 -0.26
C 0.525314 2.192847 0.395009 0.03 0.47 -0.06
Cl 0.841182 0.592770 1.111174 0.08 0.09 0.31
H 2.245810 3.128823 1.343697 -0.26 -0.04 0.01
H 1.075126 4.260290 0.644668 -0.05 -0.19 0.03
H 0.930415 2.169705 -0.621279 -0.05 0.08 0.22
H -0.558482 2.326256 0.325878 0.21 -0.06 0.08
Cl -3.512467 1.354952 -1.213679 0.02 0.01 0.10
C -3.401929 0.981601 -2.951587 0.06 -0.08 -0.45
C -3.737741 2.184275 -3.819388 0.29 -0.13 -0.03
Cl -5.460527 2.625843 -3.719709 -0.02 0.04 0.04
H -4.065061 0.136190 -3.160315 0.06 0.26 0.09
H -2.373132 0.661917 -3.141732 -0.18 0.14 -0.01
H -3.530680 1.954426 -4.869045 -0.04 -0.07 0.21
H -3.145532 3.060952 -3.540253 -0.16 -0.20 0.05
Cl 2.603901 5.923139 -3.415485 -0.12 -0.04 -0.04
C 3.692402 6.723623 -4.575795 0.29 0.15 -0.42
C 3.488529 6.219310 -5.995787 -0.15 0.37 0.06
Cl 4.029575 4.533980 -6.195410 -0.01 -0.02 0.01
H 4.721938 6.570036 -4.237417 -0.40 -0.10 -0.19
H 3.474539 7.794572 -4.527012 -0.02 -0.21 -0.11
H 4.076116 6.824484 -6.692916 -0.06 -0.07 0.19
H 2.438342 6.277054 -6.297386 0.21 -0.07 0.12
Cl -1.458134 -4.072026 3.207639 0.14 -0.08 -0.01
C -2.076011 -2.528306 2.569607 -0.19 0.40 -0.15
C -3.273446 -2.724333 1.653095 -0.06 0.21 0.36
Cl -2.826729 -3.520150 0.123378 0.06 -0.10 -0.08
H -1.254162 -2.019737 2.055842 -0.15 -0.21 0.01
H -2.364460 -1.921799 3.433159 -0.02 -0.24 -0.22
H -3.703030 -1.752833 1.390174 0.16 -0.12 0.06
H -4.054248 -3.322743 2.132098 0.25 0.06 -0.07
Cl 5.502963 6.815258 -1.904361 0.25 0.01 0.39
C 5.257157 8.487224 -1.342187 0.02 0.30 0.09
C 5.134068 8.571578 0.171091 0.21 0.16 -0.10
Cl 3.625698 7.833816 0.765601 0.01 -0.04 -0.02
H 4.368863 8.886497 -1.841733 0.11 -0.16 0.17
H 6.124039 9.064351 -1.677173 -0.10 -0.10 0.14
H 5.118082 9.619861 0.484670 -0.03 -0.16 -0.14
H 5.973351 8.079781 0.672020 -0.21 0.01 -0.17
Cl -4.450100 -3.933936 5.381831 -0.04 0.01 -0.04
C -3.784448 -2.899708 6.669933 0.06 0.25 0.29
C -4.304438 -1.473188 6.586716 -0.10 -0.25 0.34
Cl -3.677443 -0.610681 5.159875 -0.08 0.13 0.00
H -2.692473 -2.935188 6.603870 -0.23 0.05 -0.11
H -4.082362 -3.348798 7.621953 -0.05 0.17 -0.21
H -3.980045 -0.907653 7.465591 0.03 -0.15 -0.16
H -5.397535 -1.443990 6.548260 0.25 -0.07 -0.10
Cl -1.021447 -8.667643 1.003982 0.03 -0.08 -0.05
C -2.209073 -7.392667 1.372642 -0.23 0.29 0.12
C -3.426187 -7.936354 2.104294 0.18 0.25 0.16
Cl -4.425639 -8.980997 1.063750 0.00 -0.06 -0.01
H -2.487891 -6.906015 0.432715 0.02 -0.18 0.20
H -1.697834 -6.655495 1.998732 -0.15 -0.15 -0.07
H -4.065057 -7.109124 2.428358 0.16 -0.07 -0.12
H -3.140547 -8.512174 2.989748 0.00 0.06 -0.26
Cl -6.742935 -4.310951 9.544204 0.05 0.05 -0.05
C -6.146865 -5.979220 9.727250 0.11 -0.32 0.04
C -4.740717 -6.026130 10.304156 -0.25 -0.17 0.23
Cl -3.524284 -5.399839 9.163558 0.03 -0.04 0.05
H -6.197668 -6.467418 8.748928 0.09 0.19 0.18
H -6.841512 -6.491453 10.399456 0.17 0.11 -0.04
H -4.463831 -7.061673 10.524308 -0.10 0.15 -0.11
H -4.665731 -5.449872 11.231244 -0.05 -0.03 -0.27
Cl -1.794672 10.410380 -5.278848 0.02 0.01 -0.04
C -1.198604 8.742109 -5.095802 0.11 -0.25 0.04
C 0.207545 8.695200 -4.518897 -0.33 -0.26 0.26
Cl 1.423980 9.321491 -5.659494 0.03 0.10 -0.08
H -1.249404 8.253912 -6.074125 0.09 0.18 0.19
H -1.893249 8.229877 -4.423597 0.19 0.09 -0.03
H 0.484431 7.659656 -4.298744 -0.08 0.15 -0.08
H 0.282533 9.271459 -3.591809 -0.04 -0.03 -0.27
```
Forces are in eV/Å.

The calculation puts the HOMO energy at -0.37190 hartree. As for the LUMO energy: 0.21 eV. The charge is 0. As for the multiplicity: 1. As for the SMILES: CCC[C@H]1[C@H]([C@@H](Br)[C@@H](C)Br)C(=O)O[C@@H]1C.ClCCCl.ClCCCl.ClCCCl.ClCCCl.ClCCCl.ClCCCl.ClCCCl.ClCCCl.ClCCCl.